Formula: C41H53N7O9
Source: the OMol25 dataset
Level of theory: ωB97M-V/def2-TZVPD

Cartesian coordinates (Å):
O -5.47 -4.79 -4.39
C -4.89 -4.52 -3.39
O -4.03 -5.36 -2.76
C -3.59 -4.77 -1.54
C -3.99 -3.30 -1.72
O -4.99 -3.35 -2.73
H -4.15 -5.24 -0.73
H -2.52 -4.87 -1.38
H -3.14 -2.68 -2.02
H -4.36 -2.86 -0.79
O 1.76 2.85 -0.63
C 2.91 2.58 -0.82
O 3.36 1.50 -1.50
C 4.73 1.28 -1.12
C 5.16 2.67 -0.67
O 3.93 3.25 -0.24
H 4.75 0.57 -0.29
H 5.30 0.92 -1.97
H 5.59 3.28 -1.47
H 5.89 2.63 0.14
O 4.61 -1.10 1.69
C 4.54 -0.28 2.56
O 4.21 1.00 2.33
C 4.33 1.77 3.54
C 5.01 0.77 4.50
O 4.81 -0.49 3.86
H 5.00 2.60 3.29
H 3.36 2.07 3.90
H 4.55 0.77 5.48
H 6.07 0.96 4.68
C 0.21 -3.59 3.44
C -0.98 -3.21 2.84
C -1.26 -3.70 1.57
N -0.42 -4.46 0.88
C 0.72 -4.81 1.46
C 1.08 -4.39 2.72
H 0.48 -3.20 4.41
H -1.68 -2.56 3.36
H -2.19 -3.39 1.10
H 1.38 -5.45 0.87
H 2.05 -4.61 3.16
C -1.66 1.16 -5.92
C -1.09 2.29 -5.36
C -0.43 2.15 -4.14
N -0.30 0.99 -3.50
C -0.85 -0.09 -4.04
C -1.48 -0.05 -5.28
H -2.10 1.15 -6.91
H -1.14 3.27 -5.81
H 0.03 2.99 -3.63
H -0.77 -1.05 -3.55
H -1.89 -0.98 -5.67
C 1.08 -3.40 -4.23
C 0.70 -4.48 -3.45
C 1.27 -4.62 -2.20
N 2.13 -3.75 -1.66
C 2.42 -2.68 -2.39
C 1.96 -2.48 -3.68
H 0.71 -3.28 -5.24
H 0.04 -5.27 -3.78
H 1.14 -5.52 -1.61
H 3.10 -1.96 -1.94
H 2.20 -1.57 -4.22
C -4.17 1.18 -3.25
C -4.87 1.75 -4.28
C -6.22 1.47 -4.39
N -6.83 0.62 -3.56
C -6.10 0.00 -2.64
C -4.73 0.21 -2.45
H -3.11 1.42 -3.14
H -4.43 2.47 -4.96
H -6.82 1.89 -5.19
H -6.62 -0.75 -2.06
H -4.19 -0.26 -1.65
C 1.39 1.63 6.06
C 0.36 0.74 5.36
C -1.00 1.39 5.29
C -1.64 1.41 6.62
N -2.13 1.44 7.66
H 1.19 1.89 7.09
H 1.46 2.54 5.45
H 2.37 1.15 5.99
H 0.28 -0.24 5.83
H 0.76 0.57 4.36
H -1.70 0.82 4.67
H -0.99 2.41 4.91
C 0.98 -0.29 1.78
C 1.42 -0.80 0.43
C 0.55 -0.29 -0.71
C -0.85 -0.69 -0.61
N -1.96 -1.01 -0.56
H -0.02 -0.61 2.10
H 1.04 0.80 1.81
H 1.59 -0.71 2.59
H 1.45 -1.90 0.43
H 2.47 -0.54 0.24
H 0.92 -0.62 -1.68
H 0.55 0.80 -0.72
C -0.28 6.63 1.96
C -1.08 5.38 1.64
C -0.21 4.29 0.99
C 0.65 3.63 1.97
N 1.34 3.12 2.73
H 0.71 6.39 2.36
H -0.77 7.24 2.73
H -0.14 7.29 1.10
H -1.90 5.61 0.97
H -1.51 4.96 2.55
H 0.47 4.72 0.25
H -0.83 3.51 0.54

charge	0
largest force on an atom	0.0268	hartree/bohr
2S+1	1

Mulliken atomic charge list, values in e, 2 entries: atom 1 (O): -0.542, atom 2 (C): 0.529

=====

Formula: C41H54N4SSi5TeTi
Source: the OMol25 dataset
Level of theory: ωB97M-V/def2-TZVPD

Cartesian coordinates (Å):
Ti 0.37 2.16 0.81
C 0.27 0.78 4.88
C 1.60 0.36 5.05
C 2.51 0.61 4.05
C 2.09 1.25 2.88
N 0.75 1.59 2.67
C -0.10 1.37 3.69
C 2.94 1.74 1.86
C 4.34 1.73 1.77
C 4.96 2.49 0.78
C 4.21 3.32 -0.05
C 2.82 3.32 0.08
N 2.21 2.43 0.91
C 1.87 4.25 -0.44
C 2.18 5.40 -1.17
C 1.21 6.34 -1.41
C -0.09 6.11 -0.91
C -0.35 4.94 -0.24
N 0.57 4.00 0.00
H -0.46 0.63 5.66
H 1.90 -0.14 5.96
H 3.55 0.33 4.14
H -1.13 1.68 3.54
H 4.93 1.16 2.47
H 6.03 2.48 0.69
H 4.70 3.97 -0.75
H 3.20 5.54 -1.50
H 1.44 7.25 -1.94
H -0.87 6.84 -1.07
H -1.36 4.73 0.12
C -2.49 4.80 -3.60
C -3.03 3.90 -2.70
C -2.20 2.96 -2.09
C -0.84 2.91 -2.36
C -0.33 3.81 -3.29
C -1.14 4.75 -3.90
Si 0.29 1.52 -1.68
C -0.24 0.27 -3.00
C -1.48 -0.35 -2.98
C -1.92 -1.11 -4.04
C -1.13 -1.24 -5.17
C 0.11 -0.62 -5.22
C 0.54 0.13 -4.14
H -3.12 5.55 -4.06
H -4.09 3.91 -2.48
H -2.65 2.26 -1.41
H 0.73 3.77 -3.54
H -0.72 5.44 -4.61
H 1.69 1.86 -2.11
H -2.11 -0.22 -2.11
H -2.89 -1.60 -4.00
H -1.47 -1.82 -6.02
H 0.73 -0.71 -6.10
H 1.50 0.61 -4.17
S -1.83 0.96 0.75
C -3.43 1.56 0.83
N -4.41 0.80 0.20
C -5.71 1.25 0.09
C -6.07 2.43 0.65
C -5.12 3.20 1.35
C -3.81 2.75 1.42
H -4.13 -0.08 -0.20
H -6.38 0.61 -0.45
H -7.08 2.79 0.54
H -5.41 4.12 1.84
H -3.05 3.34 1.94
C -1.78 -5.30 1.19
Si -1.66 -3.42 0.85
C -2.50 -2.48 2.29
C -2.67 -3.03 -0.73
Si 0.65 -2.85 0.62
Te 1.13 -0.35 0.24
Si 1.79 -3.89 -1.22
C 1.65 -5.81 -1.20
C 1.14 -3.29 -2.92
C 3.63 -3.36 -1.05
Si 1.73 -3.54 2.70
C 3.42 -2.66 2.90
C 2.04 -5.44 2.69
C 0.74 -3.16 4.30
H -2.80 -5.65 1.25
H -1.28 -5.55 2.12
H -1.28 -5.85 0.40
H -3.58 -2.65 2.33
H -2.34 -1.41 2.19
H -2.09 -2.77 3.25
H -3.73 -3.26 -0.64
H -2.28 -3.57 -1.59
H -2.57 -1.97 -0.97
H 0.61 -6.13 -1.24
H 2.08 -6.23 -0.30
H 2.16 -6.27 -2.05
H 0.12 -3.61 -3.09
H 1.73 -3.65 -3.75
H 1.15 -2.21 -2.96
H 4.14 -3.93 -0.28
H 3.66 -2.31 -0.77
H 4.20 -3.47 -1.97
H 4.21 -3.14 2.33
H 3.75 -2.62 3.93
H 3.33 -1.64 2.53
H 2.79 -5.70 1.95
H 1.13 -5.97 2.43
H 2.38 -5.81 3.65
H 0.39 -2.13 4.29
H 1.35 -3.29 5.19
H -0.13 -3.81 4.41

charge	0
largest force on an atom	0.0635	hartree/bohr
2S+1	1

Mulliken atomic charge list, values in e, 2 entries: atom 1 (Ti): -0.335, atom 2 (C): -0.865

=====

We obtain energy values of -72234.404 -129988.147 eV for the records listed above, in that order.